Record 1
Density functional theory data (wB97M-V/def2-TZVPD) for a 12-piece molecular cluster, C22H40Cl22N3O2PS overall at a distorted geometry.

Last column: Mulliken charge in e.
Element x y z (Å)
C  -3.92896  -1.47424  -2.95975  -0.5697
O  -2.55883  -1.05613  -2.91718  -0.2503
C  -1.98941  -0.88057  -4.21335  0.0875
C  -1.33139  0.51953  -4.43255  -0.9310
C  -0.95392  1.24875  -3.11171  -1.3586
C  -2.08085  2.14510  -2.49301  1.7016
C  -3.45197  1.81733  -3.08431  -1.1035
N  -4.26694  1.56788  -3.81569  -0.2825
P  -2.22339  1.62971  -0.68052  0.2168
S  -0.76446  2.24502  0.43451  -0.4064
C  -1.87242  3.68868  -2.66117  0.1882
C  -0.48152  4.15634  -2.31910  -0.4023
N  0.62035  4.28767  -2.17068  -0.4802
C  -2.24960  4.27560  -4.07998  -0.6422
C  -3.39802  5.33898  -3.94501  -0.8468
C  -4.82837  4.76010  -3.94209  0.4659
N  -5.46371  4.31054  -2.75510  -0.5834
O  -5.43017  4.70797  -4.96986  -0.5457
H  -4.46020  -1.18487  -3.88094  0.0850
H  -4.45278  -0.96100  -2.12223  0.2287
H  -3.98124  -2.56067  -2.74492  0.2545
H  -2.68322  -1.06780  -5.05373  0.3698
H  -1.17986  -1.63958  -4.31020  -0.1817
H  -1.93405  1.13537  -5.13128  0.3636
H  -0.37816  0.34048  -4.97521  0.4672
H  -0.00215  1.77951  -3.28074  0.5446
H  -0.72224  0.44676  -2.37820  0.5691
H  -2.34024  0.22020  -0.61471  0.0721
H  -3.49301  2.14220  -0.26068  0.1114
H  -2.55188  4.18160  -1.93201  0.4826
H  -1.36951  4.85146  -4.42910  0.5704
H  -2.44092  3.51118  -4.85054  0.2957
H  -3.28001  6.06625  -4.76761  0.4091
H  -3.27097  5.92168  -3.00407  0.3933
H  -5.91425  3.42080  -2.97198  0.3152
H  -4.77243  4.12073  -2.03026  0.3199
C  0.92199  0.36233  3.29495  0.9207
Cl  1.91053  -1.04126  2.86212  -0.1622
Cl  -0.37298  -0.07984  4.41501  -0.1877
H  1.55601  1.10732  3.76519  -0.3248
H  0.48098  0.76270  2.38873  -0.2777
C  -7.12316  -2.19066  -5.95617  -0.2966
Cl  -5.99830  -3.53134  -5.70065  -0.1443
Cl  -6.83406  -0.87827  -4.80912  -0.1036
H  -6.99141  -1.80990  -6.96389  0.2622
H  -8.13763  -2.55369  -5.82621  0.3045
C  2.34279  3.64096  5.43225  0.5443
Cl  0.58209  3.71129  5.35557  -0.1709
Cl  3.03536  3.15815  3.87629  -0.1881
H  2.72186  4.62070  5.69579  -0.2035
H  2.63267  2.91725  6.18654  -0.0010
C  -0.24805  -4.58633  -4.51155  -0.1977
Cl  1.45030  -4.12674  -4.33938  -0.1843
Cl  -1.05285  -3.63375  -5.76473  -0.1525
H  -0.30228  -5.63646  -4.77964  0.3195
H  -0.75319  -4.41850  -3.56499  0.2217
C  1.87033  -4.48766  1.67556  0.3047
Cl  3.20068  -5.49792  1.09700  -0.1638
Cl  0.82995  -3.96326  0.34634  -0.1110
H  1.27679  -5.06010  2.38112  0.2834
H  2.28482  -3.61262  2.16393  -0.2969
C  2.70900  7.75592  5.04231  -0.2523
Cl  1.16022  6.89684  4.99619  -0.1122
Cl  3.97874  6.79963  5.81700  -0.1663
H  3.01374  7.98032  4.02514  0.2735
H  2.58011  8.67674  5.60201  0.2803
C  6.52169  -3.67360  3.15298  -0.3379
Cl  5.03953  -2.72716  3.33685  -0.0845
Cl  6.18298  -5.40535  3.04504  -0.1469
H  7.02721  -3.36078  2.24495  0.2695
H  7.15853  -3.49305  4.01297  0.2983
C  4.17825  2.24294  9.28938  0.1878
Cl  2.86213  3.27390  8.72087  -0.1154
Cl  4.75867  1.17489  8.00264  -0.1711
H  4.99827  2.87390  9.61935  0.3089
H  3.81824  1.63219  10.12068  -0.1983
C  4.79014  -5.49689  -5.44038  0.3027
Cl  5.92953  -4.14603  -5.39198  -0.1564
Cl  4.84999  -6.33755  -6.99436  -0.1585
H  5.04387  -6.19836  -4.65194  0.2526
H  3.78651  -5.11358  -5.28868  -0.2129
C  2.32092  -8.98860  -0.49108  0.1517
Cl  0.55649  -8.92474  -0.57607  -0.1570
Cl  3.02493  -9.43223  -2.05151  -0.1605
H  2.69386  -8.01032  -0.20261  -0.0906
H  2.61085  -9.72834  0.24824  0.2702
C  0.98377  0.78908  11.74996  -0.2423
Cl  2.68557  1.24674  11.95305  -0.1816
Cl  0.15173  1.84903  10.61278  -0.1238
H  0.93959  -0.22928  11.37740  0.2588
H  0.49000  0.85353  12.71417  0.2918

Atoms 1-3, force components in eV/Å:
C -0.237 0.045 1.102
O -0.769 0.434 -0.921
C 1.325 -0.121 -0.326

HOMO energy: -0.33728 hartree
DFT total energy: -12040.67869 Ha
SMILES string: COCCC[C@@](C#N)([PH2]=S)[C@@H](C#N)CCC(N)=O.ClCCl.ClCCl.ClCCl.ClCCl.ClCCl.ClCCl.ClCCl.ClCCl.ClCCl.ClCCl.ClCCl

=====

Record 2
Density functional theory data (wB97M-V/def2-TZVPD) for C22H40CrO5SbSi3 as an isolated structure.

Last column: Mulliken charge in e.
Element x y z (Å)
Cr  -0.64790  0.30679  1.59530  0.4520
O  -1.03866  -2.38113  -0.62541  -0.5608
C  -1.33230  -2.11746  0.52140  -0.2539
O  -0.49670  -1.60698  1.40163  -0.7987
C  -2.75484  -2.33806  1.02844  0.1060
C  -2.85123  -2.31691  2.55716  -0.1867
C  -4.22307  -2.81873  3.01913  -1.0282
C  -5.12509  -1.60425  2.68846  -1.0711
C  -4.11067  -0.65299  2.05248  -0.1920
O  -2.92056  -0.90306  2.81887  -0.3529
C  -3.72131  -1.15977  0.64941  0.2033
C  -3.13337  -0.00498  -0.15862  -0.3294
O  -3.70350  0.38748  -1.15864  -0.6881
O  -2.07045  0.56958  0.32644  -0.3303
H  -3.11340  -3.27060  0.59372  0.6313
H  -1.99031  -2.73732  3.06742  0.7825
H  -4.21762  -3.02904  4.08754  0.3536
H  -4.51811  -3.72753  2.49544  0.3630
H  -5.54549  -1.16511  3.59236  0.3476
H  -5.94271  -1.84194  2.00995  0.4056
H  -4.36137  0.40465  2.09870  0.6704
H  -4.58828  -1.51752  0.09938  0.5331
C  -1.27221  1.44657  3.30676  -0.4497
C  -0.35799  0.42447  3.69894  -0.7552
C  0.89547  0.72337  3.13189  -0.4330
C  0.75259  1.92176  2.39080  0.2368
C  -0.57400  2.37301  2.51022  -1.1924
H  -2.31989  1.47314  3.55160  0.5183
H  -0.60865  -0.44392  4.28472  0.5883
H  1.78499  0.11806  3.19866  0.5010
H  1.52726  2.40391  1.82283  0.5660
H  -1.00860  3.21684  1.99789  0.4568
C  -1.23302  2.17905  -2.82715  -0.8674
Si  -0.24676  0.59769  -2.91568  0.8129
C  1.05238  0.72426  -4.26702  -1.1665
C  -1.32508  -0.87879  -3.24865  -0.8182
Sb  0.95360  0.40424  -0.64117  -0.0394
Si  2.57049  -1.58307  -0.65718  0.5591
C  4.06687  -1.18087  -1.71963  -1.0432
C  1.80355  -3.16553  -1.27321  -1.0325
C  3.08659  -1.80093  1.13206  -0.9894
Si  2.63013  2.34783  -0.79340  0.7848
C  3.93175  2.12564  0.55420  -1.1360
C  1.67863  3.95344  -0.56361  -1.1738
C  3.56726  2.50700  -2.41130  -1.2771
H  -1.73801  2.34560  -3.78292  0.4151
H  -0.58901  3.03933  -2.63357  0.2243
H  -1.99562  2.11545  -2.04866  0.1624
H  0.55041  0.63347  -5.23463  0.4183
H  1.80519  -0.06431  -4.20953  0.2557
H  1.56463  1.68640  -4.24793  0.2514
H  -1.74289  -0.77205  -4.25472  0.4709
H  -2.14488  -0.94467  -2.53717  0.1035
H  -0.76235  -1.81249  -3.19995  0.2162
H  3.78011  -0.98494  -2.75519  0.2311
H  4.75350  -2.03207  -1.72035  0.4205
H  4.61377  -0.31428  -1.34955  0.2438
H  1.35152  -3.06160  -2.26238  0.2805
H  1.01984  -3.49890  -0.59465  0.1870
H  2.58423  -3.93011  -1.32592  0.4515
H  3.58137  -0.91616  1.53410  0.2586
H  3.77744  -2.64423  1.22168  0.5102
H  2.20340  -2.01623  1.73714  0.0792
H  3.53766  1.83505  1.52845  0.3555
H  4.49208  3.05607  0.68248  0.4566
H  4.64300  1.35675  0.24973  0.2848
H  1.01086  3.94727  0.29870  0.1771
H  1.06323  4.14116  -1.44565  0.3179
H  2.36772  4.79521  -0.45475  0.4580
H  3.96105  1.55671  -2.77071  0.3309
H  4.41268  3.18194  -2.24671  0.3953
H  2.95065  2.93930  -3.20046  0.3373

Atoms 1-3, force components in eV/Å:
Cr 0.053 -0.082 0.199
O -0.084 -0.088 -0.012
C -0.030 0.152 0.092

HOMO energy (spin up / spin down): -0.30309 / -0.30114 hartree
Spin multiplicity: 2
DFT total energy: -3391.82888 Ha

=====

Record 3
Density functional theory data (wB97M-V/def2-TZVPD) for a 5-piece molecular cluster, C22H40FNO15P overall at a distorted geometry.

Last column: Mulliken charge in e.
Element x y z (Å)
C  5.55701  -4.93496  1.30324  -1.3416
C  4.89814  -3.70447  0.60798  2.1025
O  4.78664  -3.88474  -0.80199  -0.5165
C  5.56539  -2.36356  0.98574  -1.2832
N  4.84545  -1.65358  2.04279  -0.3112
C  3.52313  -1.19532  1.59027  -0.2266
C  2.47463  -1.94963  2.46379  -0.7329
O  1.16566  -2.09625  1.78746  -0.1294
P  0.97360  -3.47988  1.03223  0.9011
C  1.44731  -3.26195  -0.69947  -0.5619
O  -0.58883  -3.82476  1.07342  -0.3517
F  1.67722  -4.66601  1.72602  -0.2458
H  6.23932  -4.60501  2.09484  0.3573
H  4.77611  -5.53449  1.79565  0.3063
H  6.04330  -5.59897  0.58098  0.3713
H  3.85718  -3.69466  0.96383  -1.1908
H  5.68514  -3.88841  -1.15846  0.3879
H  5.63137  -1.72668  0.08339  0.3178
H  6.59706  -2.55300  1.31605  0.5349
H  5.37817  -0.88657  2.42832  0.2882
H  3.37059  -1.49263  0.54199  0.0351
H  3.42813  -0.11130  1.72178  0.4279
H  2.89206  -2.88519  2.84840  0.4517
H  2.28988  -1.30909  3.33636  0.3153
H  0.57223  -3.34006  -1.37288  0.0731
H  1.89221  -2.26800  -0.82952  0.3346
H  2.20405  -4.00905  -0.98369  0.4082
H  -0.67780  -4.51602  1.75973  0.3232
C  -3.31672  -3.65961  -1.32958  -1.2300
C  -2.71695  -3.49576  -2.69640  0.5197
C  -3.42492  -4.23179  -3.80350  -0.5312
O  -2.35771  -4.46260  -4.73504  -0.3298
C  -1.20819  -4.51442  -4.02300  0.5886
O  -0.15869  -4.87106  -4.44604  -0.5330
O  -1.41520  -4.09995  -2.73791  -0.2748
H  -2.63350  -3.25311  -0.58313  0.0599
H  -4.27378  -3.14593  -1.24883  0.4079
H  -3.46350  -4.71478  -1.08902  0.3728
H  -2.60866  -2.43311  -2.93304  0.2430
H  -4.22062  -3.64867  -4.26085  0.3353
H  -3.82216  -5.20069  -3.49152  0.3126
C  -1.74803  1.12125  3.42332  -1.3574
C  -1.58445  0.70804  1.98015  1.0690
C  -1.16872  1.82573  1.05914  0.6425
O  -1.70594  1.38743  -0.19827  -0.2218
C  -2.77746  0.60455  0.07998  0.5111
O  -3.56330  0.22060  -0.72197  -0.5920
O  -2.83622  0.31271  1.40762  -0.4046
H  -2.22576  0.32386  3.99465  0.4092
H  -0.78186  1.34846  3.87460  0.3820
H  -2.38767  1.99975  3.50677  0.2202
H  -0.90261  -0.14770  1.90596  -0.3062
H  -0.08897  1.94886  0.99522  0.4094
H  -1.62293  2.78333  1.31597  -0.8207
C  -4.18460  7.04270  0.79420  -1.6342
C  -3.45546  5.76838  1.13985  0.8829
C  -4.22400  4.83747  2.04048  -0.5120
O  -3.16502  4.12807  2.69958  -0.2920
C  -2.08276  4.95621  2.72202  0.6676
O  -1.09381  4.74075  3.34837  -0.5462
O  -2.28352  6.03504  1.93525  -0.3864
H  -3.50982  7.74283  0.30180  0.3737
H  -5.02573  6.83925  0.13154  0.3795
H  -4.55688  7.53852  1.69303  0.3854
H  -3.12748  5.26307  0.23188  0.1806
H  -4.86618  4.14951  1.49403  0.3341
H  -4.81661  5.35799  2.79691  0.3197
C  1.03605  2.18365  -3.29623  -1.4428
C  0.49981  3.58704  -3.15515  0.5034
C  1.47124  4.57123  -2.55268  -0.5119
O  0.59313  5.52438  -1.94459  -0.3217
C  -0.55444  4.87160  -1.64203  0.5643
O  -1.42549  5.31146  -0.96190  -0.5441
O  -0.57715  3.63971  -2.20705  -0.2561
H  0.23239  1.49465  -3.55761  0.3552
H  1.80365  2.13828  -4.06874  0.4098
H  1.46324  1.83302  -2.35405  0.2900
H  0.11471  3.93973  -4.11601  0.2621
H  2.10929  5.05051  -3.29187  0.3143
H  2.09492  4.13147  -1.76972  0.2981

Atoms 1-3, force components in eV/Å:
C -0.650 0.283 0.233
C 0.074 -0.574 0.448
O 0.168 0.220 0.290

Net charge: +1
HOMO energy: -0.45765 hartree
DFT total energy: -2486.75630 Ha